{
  "formula": "C28H33N5O6S",
  "method": "ωB97M-V/def2-TZVPD",
  "total_charge": 0,
  "energy_ev": -60143.4806,
  "gap_ev": 7.915,
  "max_force_ev_per_a": 0.9,
  "elements": ["H", "C", "H", "N", "N", "O", "C", "C", "H", "H", "C", "S", "H", "C", "C", "C", "H", "H", "H", "N", "H", "C", "C", "H", "H", "H", "H", "C", "C", "O", "N", "C", "O", "H", "C", "H", "C", "O", "H", "H", "H", "C", "C", "H", "H", "C", "H", "C", "H", "H", "C", "C", "C", "H", "H", "H", "H", "H", "C", "N", "C", "O", "H", "C", "H", "C", "C", "C", "H", "O", "H", "C", "H"],
  "xyz": [[2.897, 0.277, 2.989], [0.600, -5.528, 2.383], [-2.154, -5.176, 2.427], [-4.241, -0.314, -3.098], [-1.422, 1.047, 0.444], [-7.206, 1.608, -2.832], [-0.899, -0.282, 0.216], [0.550, -0.219, -0.226], [4.942, 5.060, 0.847], [0.253, -6.012, 3.297], [3.520, 0.901, -3.814], [-2.858, -0.339, -2.261], [1.819, -0.820, 3.890], [0.510, 2.509, 0.890], [1.738, 3.480, -0.939], [5.127, 4.348, 0.037], [-5.945, -0.687, -4.578], [3.747, -0.230, 0.896], [-0.784, -6.765, 1.221], [-5.361, 2.227, -0.847], [-0.230, -2.662, 0.344], [2.863, 3.631, -0.129], [1.615, 2.708, 1.702], [-1.435, 2.614, 1.774], [5.871, 4.763, -0.642], [-1.311, -3.077, 3.039], [2.999, -1.489, 2.736], [0.819, 0.034, -1.557], [2.322, -0.653, 2.939], [3.976, 4.137, -0.741], [-6.649, -0.031, -4.288], [2.911, -0.157, 0.218], [-1.685, -0.843, 2.453], [3.625, 3.392, 1.872], [-6.410, 0.774, -3.233], [1.352, -3.562, 1.890], [-4.625, 1.306, -1.473], [-2.995, 2.646, 0.333], [3.907, 1.763, -3.263], [0.012, 0.116, -2.267], [0.893, -3.724, 3.583], [-0.727, 1.849, 1.438], [2.785, 3.262, 1.208], [1.581, -5.930, 2.134], [-0.475, 1.211, 2.286], [3.168, 0.129, -1.113], [4.238, 0.076, -3.755], [-3.333, 0.889, -1.122], [-1.468, -0.746, -0.592], [-7.517, 0.048, -4.789], [-0.425, -5.739, 1.273], [-1.528, -4.751, 1.643], [-1.128, -1.197, 1.440], [0.011, -5.478, 0.307], [1.566, 2.422, 2.743], [3.374, 1.174, -4.858], [1.800, 3.796, -1.969], [4.190, 0.273, -1.421], [2.121, 0.231, -2.016], [-0.730, -2.462, 1.197], [1.615, -0.321, 0.683], [2.250, 0.519, -3.340], [5.507, 3.410, 0.458], [-2.569, 1.562, -0.069], [-4.890, 2.803, -0.164], [0.580, 2.933, -0.433], [-5.090, 0.562, -2.606], [-0.787, -3.514, 2.187], [-6.251, 2.467, -1.261], [1.294, -0.575, 1.984], [-2.166, -4.490, 0.801], [0.624, -4.010, 2.568], [-0.280, 2.825, -1.075]],
  "lowdin_charge": [0.088, -0.194, 0.114, -0.267, 0.014, 0.053, -0.157, -0.103, 0.096, 0.111, -0.084, 1.068, 0.103, -0.195, 0.007, -0.096, 0.091, 0.110, 0.106, 0.172, 0.154, -0.281, -0.041, 0.137, 0.092, 0.145, 0.096, 0.048, -0.069, -0.094, 0.174, 0.002, 0.095, 0.102, -0.483, 0.108, -0.277, 0.041, 0.093, 0.107, 0.110, -0.069, -0.021, 0.106, 0.123, -0.003, 0.094, -0.298, 0.058, 0.116, -0.197, -0.136, -0.436, 0.110, 0.118, 0.094, 0.123, 0.109, -0.275, 0.105, -0.234, -0.081, 0.092, -0.423, 0.093, -0.015, -0.258, -0.280, 0.092, -0.108, 0.112, -0.131, 0.124]
}


{
  "formula": "C28H34AuNO",
  "method": "ωB97M-V/def2-TZVPD",
  "total_charge": 2,
  "energy_ev": -36801.6619,
  "gap_ev": 5.891,
  "max_force_ev_per_a": 0.2,
  "elements": ["C", "H", "H", "C", "H", "C", "C", "H", "H", "H", "C", "C", "H", "C", "C", "H", "C", "C", "H", "H", "H", "C", "H", "C", "H", "H", "C", "C", "H", "H", "H", "O", "H", "C", "C", "H", "C", "C", "H", "H", "H", "C", "H", "N", "H", "H", "H", "C", "H", "H", "H", "H", "C", "C", "C", "H", "C", "Au", "C", "H", "H", "C", "C", "H", "C"],
  "xyz": [[3.765, -2.113, 3.548], [-3.853, -2.240, 4.351], [1.377, -3.576, 2.293], [2.674, -1.152, 1.579], [1.389, -2.982, 3.964], [1.399, -2.684, 2.920], [-2.798, -0.467, 0.649], [-2.883, -3.396, 3.449], [0.509, -2.091, 2.718], [1.068, 2.080, -0.496], [-3.953, 2.359, 0.267], [-1.740, -2.617, -3.430], [4.182, -1.164, 3.873], [2.723, 1.646, -4.741], [-1.616, 3.219, 0.533], [2.267, 3.771, -1.550], [-2.462, 2.008, 0.157], [1.817, 1.908, -2.530], [-3.474, -2.395, 1.256], [-1.669, 0.745, -3.013], [4.533, -2.704, 3.051], [-1.920, -0.165, 3.271], [3.428, -2.652, 4.426], [-2.201, 0.780, 1.016], [-4.182, 3.229, -0.347], [-2.883, -1.007, -4.285], [1.024, 1.444, -1.375], [-0.375, -0.672, -2.017], [-0.442, -4.038, -2.476], [4.257, -0.796, 0.245], [-0.550, 2.991, 0.599], [1.692, -1.084, 0.769], [-1.746, 4.006, -0.208], [-0.707, -2.994, -2.572], [-2.988, -1.478, 1.568], [-4.590, 1.536, -0.059], [-2.582, -1.336, 2.904], [3.286, 2.915, -4.659], [-1.573, -0.040, 4.289], [-4.211, 2.601, 1.301], [-3.144, -0.586, -0.372], [-1.427, -0.302, -2.889], [-2.272, -3.378, -3.987], [2.609, -1.902, 2.661], [-2.143, -2.403, 4.722], [3.657, 0.639, 1.054], [3.857, 3.306, -5.490], [-0.021, -2.033, -1.865], [4.725, -0.481, 1.924], [-2.255, 1.727, -0.881], [0.797, -2.292, -1.204], [3.564, 4.661, -3.446], [-1.742, 0.882, 2.364], [-2.867, -2.408, 3.909], [-2.094, -1.277, -3.596], [1.568, 0.145, -3.753], [3.917, -0.408, 1.207], [-0.177, -0.110, 0.827], [1.991, 1.140, -3.683], [-1.324, 1.819, 2.711], [-1.928, 3.633, 1.494], [0.336, 0.335, -1.350], [3.123, 3.676, -3.512], [2.861, 1.050, -5.633], [2.394, 3.174, -2.446]],
  "lowdin_charge": [0.004, 0.107, 0.113, -0.448, 0.098, 0.002, -0.048, 0.091, 0.055, 0.109, -0.033, 0.000, 0.101, -0.049, -0.061, 0.118, -0.389, -0.209, 0.132, 0.132, 0.112, -0.034, 0.095, -0.354, 0.095, 0.126, -0.015, -0.265, 0.123, 0.113, 0.055, -0.161, 0.098, -0.028, -0.011, 0.086, -0.254, -0.045, 0.131, 0.100, 0.128, 0.002, 0.128, -0.101, 0.088, 0.101, 0.119, 0.000, 0.079, 0.116, 0.112, 0.118, -0.087, -0.020, -0.027, 0.113, 0.045, 1.101, -0.020, 0.120, 0.093, -0.041, -0.050, 0.117, -0.027]
}


{
  "formula": "C28H34BrClN2O8PS",
  "method": "ωB97M-V/def2-TZVPD",
  "total_charge": -1,
  "energy_ev": -151638.3381,
  "gap_ev": 3.031,
  "max_force_ev_per_a": 1.9,
  "elements": ["H", "H", "O", "H", "H", "C", "H", "H", "C", "P", "H", "H", "H", "C", "N", "Br", "O", "H", "H", "Cl", "H", "C", "H", "H", "H", "H", "C", "O", "H", "C", "O", "C", "C", "H", "O", "C", "H", "C", "C", "N", "H", "S", "H", "H", "C", "C", "H", "C", "C", "C", "H", "O", "H", "H", "H", "C", "H", "C", "O", "C", "C", "H", "C", "C", "C", "H", "C", "H", "C", "O", "C", "C", "H", "H", "C", "H"],
  "xyz": [[-2.452, 4.921, -0.534], [2.246, -0.493, -0.540], [-2.509, -1.927, 3.763], [1.375, 6.557, 0.406], [2.996, 5.247, 1.685], [-0.634, 6.011, -0.156], [3.414, -3.850, 2.545], [2.253, -5.029, 3.193], [0.595, 5.870, 0.751], [-2.348, -3.096, 2.919], [-1.651, -2.218, -1.933], [0.328, 6.218, 1.754], [-3.158, 4.411, 1.765], [-2.448, -1.925, -1.252], [0.519, -1.644, -1.241], [2.961, -5.127, -5.670], [2.432, 1.052, -2.514], [-3.158, -2.764, -1.252], [-1.714, 5.225, 2.380], [1.889, -6.863, 0.848], [0.142, -4.309, 3.306], [2.791, -3.937, -3.098], [-2.064, 3.570, 2.873], [-3.451, -4.111, 1.380], [-1.402, 1.993, -0.456], [-2.969, 2.603, 0.093], [-1.397, 4.699, -0.333], [-3.666, -3.431, 2.036], [-1.956, 1.681, 1.199], [2.184, -4.016, -4.334], [-4.326, -0.322, -1.474], [-2.101, 4.266, 2.033], [3.114, -5.645, 1.345], [-0.329, 6.376, -1.142], [-2.436, 0.005, -2.665], [1.076, -2.440, -2.283], [-0.428, -1.978, -3.705], [1.438, 0.394, -2.327], [-1.959, -1.549, 0.180], [0.091, 3.572, 1.333], [3.707, -4.495, -2.926], [2.981, -3.078, -0.479], [1.081, 4.010, -1.302], [-1.297, 6.781, 0.251], [-3.045, -0.675, -1.872], [-1.929, 2.423, 0.400], [-1.639, -0.493, 0.182], [2.248, 4.480, 1.927], [1.031, -3.296, -4.528], [1.264, -0.367, -1.008], [0.549, -3.385, -5.498], [-2.163, -4.373, 3.924], [-4.262, 0.422, -0.858], [-2.831, -1.588, 0.835], [-1.032, 4.211, -1.241], [1.150, 4.440, 0.862], [0.663, 0.249, -0.312], [0.415, -2.375, -0.014], [0.500, 2.234, 1.488], [1.485, -3.085, 0.510], [1.794, 4.027, -0.475], [0.605, 0.298, -3.058], [-0.776, -2.341, 0.684], [2.247, -3.173, -2.108], [-1.283, 3.720, 0.846], [2.244, 3.035, -0.404], [-0.849, -3.043, 1.885], [-2.331, -5.201, 3.455], [1.425, -3.776, 1.702], [4.242, -5.731, 0.965], [2.614, -4.544, 2.277], [0.226, -3.749, 2.380], [2.768, 3.525, 2.004], [1.827, 4.720, 2.905], [0.492, -2.531, -3.525], [2.593, 4.726, -0.750]],
  "lowdin_charge": [0.107, 0.108, -0.233, 0.106, 0.069, -0.188, 0.135, 0.122, -0.156, 0.479, 0.084, 0.102, 0.069, -0.072, -0.048, 0.726, 0.056, 0.122, 0.065, 0.636, 0.116, -0.145, 0.081, 0.083, 0.068, 0.073, -0.161, -0.127, 0.071, -0.679, 0.065, -0.045, -0.798, 0.098, 0.112, -0.250, 0.119, -0.211, -0.090, -0.213, 0.108, 1.100, 0.067, 0.096, -0.484, -0.081, 0.122, -0.063, -0.116, -0.081, 0.108, -0.142, 0.111, 0.099, 0.099, -0.551, 0.126, -0.181, -0.321, -0.333, -0.038, 0.126, -0.110, -0.395, -0.533, 0.061, -0.164, 0.075, -0.247, 0.034, -0.124, -0.031, 0.068, 0.077, -0.012, 0.073]
}